The following is a DFT calculation (ωB97M-V with the def2-TZVPD basis set) of a 5-piece molecular cluster, C19H34Br8N2O5P overall in a non-equilibrium geometry.

Computed properties:
**Highest occupied orbital energy**: -11.7565 eV
**Total charge**: +1
**Orbital gap**: 7.1352 eV
**Spin multiplicity**: 1

CARTESIAN COORDINATES (ANGSTROEM)
1 C 2.585 0.060 0.080
2 C 2.071 1.006 1.128
3 O 2.221 0.796 2.290
4 O 1.410 2.119 0.758
5 C 0.872 2.260 -0.567
6 C -0.234 3.302 -0.452
7 C -1.378 2.814 0.479
8 C -2.753 2.799 -0.200
9 C -3.740 1.740 0.369
10 C -3.102 0.405 0.590
11 C -2.815 -0.016 1.909
12 N -2.239 -1.189 2.122
13 N -1.863 -2.050 1.205
14 C -2.117 -1.707 -0.037
15 C -2.750 -0.499 -0.432
16 P -3.077 -0.200 -2.224
17 O -2.217 0.834 -2.792
18 O -3.005 -1.626 -2.916
19 O -4.637 0.066 -2.291
20 H 1.806 -0.676 -0.109
21 H 2.808 0.536 -0.871
22 H 3.469 -0.420 0.481
23 H 1.648 2.579 -1.261
24 H 0.443 1.320 -0.923
25 H -0.595 3.510 -1.458
26 H 0.219 4.208 -0.054
27 H -1.079 1.821 0.815
28 H -1.394 3.457 1.353
29 H -3.216 3.775 -0.047
30 H -2.650 2.671 -1.271
31 H -4.565 1.597 -0.325
32 H -4.174 2.148 1.281
33 H -3.052 0.602 2.764
34 H -2.056 -1.514 3.078
35 H -1.820 -2.430 -0.780
36 H -2.138 -2.044 -2.814
37 H -4.819 0.953 -2.632
38 Br -0.965 -1.898 5.242
39 C -1.897 -3.489 5.886
40 C -3.357 -3.220 6.137
41 Br -3.635 -2.166 7.743
42 H -1.369 -3.800 6.781
43 H -1.772 -4.243 5.111
44 H -3.888 -4.156 6.296
45 H -3.824 -2.674 5.324
46 Br -3.507 3.178 3.652
47 C -2.752 2.986 5.434
48 C -1.255 3.144 5.382
49 Br -0.432 1.591 4.551
50 H -3.049 2.005 5.789
51 H -3.214 3.752 6.052
52 H -0.846 3.215 6.387
53 H -0.939 4.004 4.800
54 Br 4.494 -0.024 -3.888
55 C 4.148 -1.937 -3.985
56 C 2.702 -2.225 -4.270
57 Br 1.604 -1.897 -2.688
58 H 4.485 -2.361 -3.044
59 H 4.769 -2.315 -4.795
60 H 2.558 -3.273 -4.521
61 H 2.297 -1.601 -5.059
62 Br 5.144 -2.299 -7.644
63 C 6.730 -1.370 -7.003
64 C 7.878 -2.313 -6.752
65 Br 7.589 -3.358 -5.139
66 H 6.431 -0.840 -6.104
67 H 6.988 -0.652 -7.778
68 H 8.793 -1.750 -6.585
69 H 8.028 -3.023 -7.558

Atomic forces in eV per Å
C -0.18 0.38 -0.25
C 0.09 -0.03 -0.53
O 0.11 -0.14 1.08
O -0.27 0.06 -0.28
C -0.25 0.28 0.11
C 0.10 -0.30 0.14
C 0.46 0.26 -0.61
C 0.00 0.03 0.32
C 0.10 0.41 -0.31
C 0.22 -0.65 -0.09
C 0.03 -0.07 -0.71
N -0.22 0.20 -0.01
N -0.02 -0.03 -0.18
C -0.31 0.66 -0.16
C -0.12 -0.02 0.74
P 0.01 0.11 -0.44
O 0.04 0.04 0.37
O 0.05 -0.04 0.70
O 0.19 0.02 0.15
H 0.07 -0.19 0.03
H 0.06 0.03 -0.02
H 0.00 -0.18 0.00
H 0.07 0.01 -0.02
H 0.09 -0.13 0.02
H -0.08 0.08 -0.05
H -0.05 0.14 -0.07
H -0.12 -0.08 0.19
H -0.12 -0.15 0.25
H -0.12 0.01 -0.10
H 0.11 -0.18 -0.15
H -0.09 0.08 -0.04
H 0.08 -0.43 0.11
H 0.07 -0.05 0.14
H 0.21 0.19 0.14
H 0.09 -0.20 0.10
H 0.02 0.00 -0.45
H -0.08 -0.06 -0.11
Br -0.13 -0.06 0.02
C 0.03 -0.06 -0.16
C -0.03 0.04 0.21
Br 0.01 0.04 -0.08
H -0.01 0.01 0.03
H 0.00 0.01 -0.01
H 0.03 -0.03 0.00
H -0.01 -0.04 -0.05
Br -0.18 0.07 0.09
C 0.08 0.11 0.04
C -0.04 -0.20 0.07
Br 0.16 0.11 -0.12
H 0.01 -0.01 0.05
H 0.01 0.06 -0.08
H 0.01 -0.06 0.01
H -0.05 0.04 0.01
Br 0.00 -0.05 0.04
C 0.11 0.09 -0.08
C -0.04 -0.07 0.00
Br -0.18 -0.04 -0.07
H -0.02 -0.04 0.01
H -0.06 0.01 0.02
H 0.03 -0.01 0.05
H 0.03 0.02 -0.02
Br -0.01 0.01 0.02
C -0.01 0.01 -0.10
C -0.03 0.02 0.13
Br 0.02 -0.05 0.01
H 0.04 0.04 0.01
H 0.00 -0.03 -0.03
H -0.01 0.01 0.02
H -0.03 0.03 -0.05



The following is a DFT calculation (ωB97M-V with the def2-TZVPD basis set) of a 8-piece molecular cluster, C19H34Cl3N3O12 overall in a non-equilibrium geometry.

Computed properties:
**Highest occupied orbital energy (spin up / spin down)**: -12.2552 / -12.2546 eV
**Total charge**: +1
**Orbital gap (spin up / spin down)**: 8.6253 / 1.7852 eV
**Spin multiplicity**: 2
**Expectation value of S²**: 0.76

CARTESIAN COORDINATES (ANGSTROEM)
1 C 22.743 -5.403 12.399
2 C 22.558 -5.670 13.838
3 N 22.506 -5.872 15.005
4 H 23.367 -4.536 12.182
5 H 21.735 -5.271 12.005
6 H 23.108 -6.281 11.864
7 C 21.126 -1.456 10.437
8 C 19.953 -0.729 10.834
9 N 19.021 -0.093 11.167
10 H 21.173 -1.710 9.378
11 H 20.938 -2.435 10.879
12 H 22.011 -0.921 10.781
13 C 23.338 -6.625 5.726
14 C 22.197 -5.677 5.662
15 N 21.335 -4.894 5.545
16 H 23.137 -7.532 5.155
17 H 23.633 -6.889 6.742
18 H 24.138 -6.089 5.216
19 C 15.298 -3.405 10.408
20 O 14.572 -4.410 11.009
21 C 13.533 -4.094 11.810
22 O 12.973 -3.018 11.916
23 O 13.141 -5.240 12.361
24 C 11.987 -5.354 13.177
25 H 14.973 -3.251 9.380
26 H 16.289 -3.845 10.294
27 H 15.398 -2.496 11.001
28 H 11.579 -6.310 12.847
29 H 11.312 -4.531 12.944
30 H 12.072 -5.399 14.263
31 C 15.330 -0.653 2.200
32 O 16.081 -1.747 2.766
33 C 17.035 -1.523 3.714
34 O 17.154 -0.546 4.465
35 O 17.707 -2.664 3.851
36 C 18.714 -2.652 4.846
37 H 14.712 -0.168 2.955
38 H 14.739 -0.929 1.327
39 H 16.024 0.118 1.866
40 H 18.795 -3.654 5.267
41 H 18.458 -2.033 5.706
42 H 19.650 -2.278 4.430
43 C 21.068 -8.567 9.324
44 O 20.142 -9.505 8.692
45 C 19.395 -9.102 7.639
46 O 19.692 -8.135 6.955
47 O 18.342 -9.933 7.616
48 C 17.193 -9.631 6.874
49 H 20.363 -7.987 9.919
50 H 21.550 -7.866 8.642
51 H 21.769 -8.962 10.059
52 H 16.801 -8.613 6.861
53 H 16.389 -10.306 7.167
54 H 17.477 -9.804 5.836
55 C 18.187 -6.016 12.992
56 O 18.248 -4.791 13.706
57 C 19.181 -3.838 13.375
58 O 20.083 -3.850 12.592
59 O 18.960 -2.875 14.205
60 C 19.774 -1.694 14.241
61 H 18.653 -6.141 12.015
62 H 17.146 -6.285 12.813
63 H 18.653 -6.829 13.548
64 H 19.791 -0.992 13.408
65 H 20.793 -1.941 14.542
66 H 19.376 -1.127 15.083
67 C 19.093 -4.965 8.524
68 Cl 20.214 -5.554 9.718
69 Cl 18.680 -3.253 8.756
70 Cl 17.724 -5.980 8.474
71 H 19.459 -5.148 7.514

Atomic forces in eV per Å
C -0.88 -0.56 0.06
C 0.64 -0.54 3.62
N -0.08 0.72 -4.20
H -0.11 -0.08 0.24
H 0.10 0.49 -0.07
H 0.41 -0.05 0.33
C -0.13 -0.88 -0.04
C -3.02 2.63 0.38
N 2.39 -1.92 -0.84
H -0.07 0.69 -0.13
H 0.80 -0.15 0.53
H 0.06 -0.42 0.00
C -0.39 0.68 -0.47
C -1.51 1.00 -0.08
N 1.86 -1.77 0.49
H -0.21 0.09 0.10
H -0.15 0.20 -0.08
H 0.30 -0.21 0.18
C 2.08 1.14 -0.99
O -2.48 0.63 1.53
C 0.38 -4.52 0.09
O 0.26 0.80 -0.19
O 1.78 1.98 -0.22
C -2.21 -0.19 -0.03
H -0.31 0.21 0.03
H 0.30 -0.07 -0.05
H -0.33 -0.03 -0.08
H -0.28 0.21 0.10
H -0.19 -0.27 -0.04
H 1.13 0.18 -0.16
C 0.80 1.15 0.67
O 0.54 0.12 -0.09
C -1.38 1.28 1.53
O -0.33 -1.65 -2.31
O -0.20 0.23 -0.34
C 0.36 -0.01 1.04
H -0.16 -0.28 0.04
H 0.18 -0.74 0.39
H 0.13 -0.02 -0.04
H 0.26 -0.12 -0.65
H -0.23 0.33 -0.29
H 0.01 -0.31 0.03
C -1.75 0.90 0.07
O 0.93 -0.60 0.08
C 1.14 1.16 0.80
O -1.20 -1.34 0.37
O 0.71 0.69 0.97
C -0.27 -0.06 -2.07
H 0.40 0.20 0.10
H -0.01 -0.46 -0.28
H -0.12 -1.03 -0.69
H 0.49 0.26 0.75
H 0.35 -0.05 0.11
H -0.48 -0.20 -0.24
C 0.10 -1.34 -0.35
O 0.75 0.36 -1.33
C -0.26 -0.71 1.01
O 0.07 -0.88 -1.16
O -0.94 1.74 0.78
C 0.62 0.46 1.27
H 0.32 1.20 -0.11
H -0.14 0.23 0.37
H -0.13 0.18 0.53
H -0.43 -0.80 -0.48
H 0.05 -0.27 -0.32
H -0.16 -0.12 -0.05
C 0.62 0.16 -1.07
Cl 0.39 0.71 0.17
Cl 0.04 -0.25 0.00
Cl -2.06 -0.83 0.49
H 0.85 0.75 0.24



The following is a DFT calculation (ωB97M-V with the def2-TZVPD basis set) of C19H34N3O2Si2 as an isolated structure.

Computed properties:
**Highest occupied orbital energy**: -10.6131 eV
**Total charge**: +1
**Orbital gap**: 7.7049 eV
**Spin multiplicity**: 1

CARTESIAN COORDINATES (ANGSTROEM)
1 C 1.337 4.019 2.387
2 C 1.206 2.741 1.609
3 C 2.318 1.940 1.348
4 C 2.170 0.776 0.604
5 C 0.920 0.381 0.134
6 C -0.212 1.164 0.400
7 C -1.554 0.726 -0.135
8 Si -3.008 0.759 1.072
9 C -3.478 -0.897 1.816
10 C -2.383 -1.576 2.629
11 C -2.607 -1.532 4.142
12 O -1.141 -0.950 2.296
13 O -4.335 1.231 0.171
14 Si -5.294 2.518 0.632
15 C -7.031 2.209 0.015
16 C -7.627 0.985 0.635
17 N -8.867 0.884 0.841
18 C -0.043 2.339 1.130
19 H 1.983 3.885 3.248
20 H 0.365 4.327 2.755
21 H 1.741 4.813 1.769
22 H 3.296 2.217 1.707
23 H 3.023 0.150 0.379
24 H 0.797 -0.528 -0.435
25 H -1.832 1.438 -0.915
26 H -1.454 -0.245 -0.608
27 H -2.742 1.785 2.096
28 H -4.320 -0.703 2.478
29 H -3.853 -1.551 1.035
30 H -2.329 -2.626 2.336
31 H -3.656 -1.596 4.402
32 H -2.082 -2.361 4.607
33 H -2.177 -0.616 4.538
34 H -0.448 -1.355 2.821
35 H -4.747 3.742 0.004
36 H -5.271 2.623 2.105
37 H -7.653 3.070 0.251
38 H -7.040 2.106 -1.068
39 H -6.939 0.181 0.907
40 H -9.071 -0.015 1.273
41 H -0.891 2.973 1.337
42 C 6.323 -1.470 -5.634
43 C 5.067 -2.084 -5.054
44 N 5.050 -2.060 -3.576
45 C 6.036 -1.606 -2.733
46 C 5.593 -1.794 -1.466
47 N 4.344 -2.361 -1.556
48 C 4.041 -2.513 -2.839
49 C 3.482 -2.739 -0.433
50 H 7.218 -2.000 -5.306
51 H 6.279 -1.534 -6.718
52 H 6.419 -0.419 -5.362
53 H 4.972 -3.124 -5.363
54 H 4.185 -1.546 -5.399
55 H 6.950 -1.191 -3.113
56 H 6.032 -1.581 -0.508
57 H 3.122 -2.924 -3.222
58 H 3.257 -3.801 -0.484
59 H 2.563 -2.158 -0.475
60 H 3.999 -2.524 0.496

Atomic forces in eV per Å
C -0.15 -0.25 0.06
C -0.03 -0.26 -0.14
C -0.27 -0.18 -0.23
C -0.43 -0.09 -0.10
C -0.05 0.64 0.42
C 0.26 -0.40 -0.07
C 0.11 0.57 0.24
Si 0.15 -0.40 -0.63
C 0.17 0.29 0.37
C -0.25 -0.28 0.25
C 0.40 0.00 -0.31
O 0.01 0.01 -0.23
O 0.04 0.36 0.69
Si 0.02 -0.20 -0.73
C 0.26 0.04 0.32
C -0.05 0.02 -0.06
N -0.18 -0.05 0.16
C 0.44 -0.16 -0.12
H 0.18 0.03 0.09
H -0.13 0.16 0.04
H 0.10 0.18 -0.08
H 0.12 0.14 0.11
H 0.24 0.02 0.07
H 0.01 -0.17 -0.09
H -0.16 0.00 -0.16
H -0.10 -0.20 -0.07
H -0.05 0.02 0.15
H -0.25 0.06 -0.04
H -0.02 -0.03 -0.26
H 0.01 -0.13 -0.11
H -0.18 -0.04 0.09
H 0.03 -0.12 0.19
H -0.17 0.24 0.08
H 0.19 0.04 0.11
H -0.01 0.06 0.14
H -0.03 0.04 0.06
H -0.19 0.10 -0.01
H 0.17 -0.04 -0.18
H 0.14 -0.13 -0.06
H -0.13 -0.01 0.00
H -0.19 0.06 0.02
C 0.08 0.06 0.18
C 0.00 -0.01 -0.20
N -0.08 -0.07 0.02
C 0.01 0.04 -0.10
C -0.11 -0.03 0.09
N -0.01 -0.06 0.03
C 0.04 0.09 0.01
C -0.12 0.02 -0.06
H -0.01 -0.03 -0.05
H -0.03 -0.01 -0.02
H -0.02 0.01 -0.04
H 0.01 -0.01 0.04
H -0.01 0.01 0.04
H 0.03 0.01 0.10
H 0.10 0.04 -0.05
H -0.01 -0.02 0.00
H 0.02 -0.01 0.00
H 0.00 0.00 0.06
H 0.04 0.03 -0.01



The following is a DFT calculation (ωB97M-V with the def2-TZVPD basis set) of a single C19H34O3 molecule.

Computed properties:
**Highest occupied orbital energy**: -8.6764 eV
**SMILES string**: COC(C)(C)CCC[C@H](C)C/C=C/C(C)=C/C(=O)OC(C)C
**Orbital gap**: 9.0721 eV
**Spin multiplicity**: 1

CARTESIAN COORDINATES (ANGSTROEM)
1 C 1.803 3.412 1.500
2 O 1.939 2.283 0.676
3 C 3.000 2.285 -0.281
4 C 2.822 3.406 -1.315
5 C 4.375 2.418 0.388
6 C 2.864 0.928 -0.998
7 C 3.016 -0.273 -0.068
8 C 2.643 -1.573 -0.778
9 C 2.795 -2.817 0.103
10 C 2.703 -4.081 -0.751
11 C 1.754 -2.843 1.242
12 C 0.350 -2.893 0.742
13 C -0.467 -1.838 0.714
14 C -1.832 -1.837 0.220
15 C -2.403 -3.119 -0.294
16 C -2.523 -0.678 0.247
17 C -3.901 -0.457 -0.185
18 O -4.663 -1.257 -0.687
19 O -4.245 0.824 0.049
20 C -5.572 1.225 -0.309
21 C -6.548 0.847 0.802
22 C -5.537 2.727 -0.554
23 H 1.584 4.320 0.928
24 H 2.689 3.584 2.120
25 H 0.956 3.197 2.151
26 H 2.986 4.385 -0.869
27 H 3.538 3.277 -2.122
28 H 1.817 3.373 -1.729
29 H 4.434 1.772 1.260
30 H 5.151 2.132 -0.316
31 H 4.559 3.443 0.701
32 H 1.868 0.895 -1.445
33 H 3.600 0.875 -1.802
34 H 4.046 -0.344 0.286
35 H 2.367 -0.114 0.792
36 H 3.288 -1.688 -1.654
37 H 1.612 -1.510 -1.132
38 H 3.785 -2.791 0.572
39 H 3.534 -4.124 -1.451
40 H 2.736 -4.972 -0.128
41 H 1.779 -4.090 -1.323
42 H 1.892 -1.959 1.866
43 H 1.947 -3.727 1.856
44 H 0.019 -3.853 0.374
45 H -0.107 -0.886 1.085
46 H -1.818 -3.473 -1.142
47 H -3.431 -2.978 -0.609
48 H -2.368 -3.880 0.484
49 H -2.051 0.216 0.632
50 H -5.849 0.691 -1.228
51 H -7.552 1.167 0.538
52 H -6.549 -0.232 0.942
53 H -6.253 1.324 1.735
54 H -6.519 3.073 -0.864
55 H -4.815 2.964 -1.330
56 H -5.249 3.243 0.359

Atomic forces in eV per Å
C -0.02 0.05 0.04
O 0.00 -0.16 -0.13
C 0.25 -0.05 -0.50
C -0.10 -0.22 0.37
C -0.42 -0.01 0.02
C 0.01 0.15 0.54
C -0.17 0.01 -0.38
C 0.30 0.00 0.36
C -0.11 -0.05 -0.19
C 0.13 0.18 0.19
C 0.23 0.10 -0.07
C -0.14 0.20 0.11
C 0.40 -0.14 0.13
C -0.69 0.29 -0.19
C -0.20 0.03 -0.05
C 0.56 -0.22 0.16
C -0.42 -0.26 -0.23
O 0.01 0.15 0.06
O 0.22 0.18 0.11
C -0.65 0.07 -0.21
C 0.35 -0.10 -0.25
C 0.20 -0.43 0.04
H 0.01 0.00 0.03
H -0.02 0.02 0.00
H 0.04 0.11 0.03
H 0.02 0.12 0.00
H 0.10 0.01 -0.09
H -0.10 -0.01 -0.08
H 0.06 -0.08 0.08
H 0.12 -0.01 -0.08
H 0.06 0.08 0.05
H -0.05 0.04 -0.11
H 0.01 0.03 -0.08
H 0.04 -0.01 0.11
H 0.04 -0.01 0.12
H -0.03 -0.02 -0.10
H -0.02 -0.01 -0.11
H -0.03 0.02 0.00
H 0.04 -0.03 -0.10
H -0.02 -0.16 0.02
H -0.13 -0.05 -0.10
H -0.02 -0.02 0.09
H 0.02 0.04 0.08
H -0.19 -0.09 -0.11
H 0.11 0.13 0.08
H 0.08 -0.08 -0.04
H 0.05 -0.10 -0.01
H 0.06 -0.10 0.04
H 0.14 0.00 0.05
H 0.07 0.14 0.20
H -0.12 0.04 -0.01
H -0.05 -0.06 0.03
H 0.00 0.08 0.09
H -0.10 0.05 -0.02
H 0.04 0.07 -0.08
H 0.01 0.11 0.10